Entry 1:
Molecular formula: C21H19NO7
Method: DFT, the ωB97M-V functional and the def2-TZVPD basis

Each line ends with the Löwdin charge.
Cartesian coordinates (Å):
1 C -6.97 -3.44 0.74  -0.08
2 O -6.84 -2.19 0.10  -0.07
3 C -5.67 -1.52 0.20  -0.27
4 C -4.54 -1.97 0.89  -0.02
5 C -3.40 -1.20 0.91  -0.01
6 C -3.33 0.04 0.26  -0.14
7 C -2.14 0.86 0.26  0.01
8 C -1.07 0.70 1.05  0.03
9 C 0.09 1.58 1.00  -0.48
10 O 1.00 1.57 1.80  0.13
11 O 0.08 2.44 -0.04  -0.02
12 C 1.14 3.37 -0.08  -0.07
13 C 2.51 2.81 0.29  -0.36
14 O 3.29 3.48 0.94  0.10
15 C 2.87 1.48 -0.24  -0.16
16 C 2.22 0.87 -1.31  -0.02
17 C 2.61 -0.39 -1.74  0.02
18 C 3.64 -1.06 -1.10  -0.20
19 C 4.32 -0.44 -0.04  -0.15
20 C 3.93 0.81 0.38  0.07
21 N 5.40 -1.11 0.53  0.16
22 C 5.73 -2.39 0.25  -0.45
23 O 6.71 -2.94 0.70  0.08
24 C 4.72 -3.11 -0.64  -0.06
25 O 4.01 -2.29 -1.55  0.00
26 C -4.48 0.49 -0.44  -0.22
27 O -4.38 1.69 -1.05  -0.08
28 C -5.50 2.21 -1.73  -0.07
29 C -5.62 -0.29 -0.45  0.06
30 H -6.84 -3.35 1.82  0.10
31 H -7.99 -3.77 0.53  0.09
32 H -6.26 -4.16 0.34  0.10
33 H -4.54 -2.92 1.40  0.10
34 H -2.54 -1.56 1.43  0.11
35 H -2.15 1.68 -0.43  0.12
36 H -1.00 -0.06 1.81  0.11
37 H 1.17 3.76 -1.10  0.14
38 H 0.93 4.20 0.62  0.14
39 H 1.42 1.37 -1.83  0.12
40 H 2.12 -0.87 -2.57  0.12
41 H 4.44 1.30 1.20  0.13
42 H 5.99 -0.60 1.18  0.17
43 H 4.01 -3.62 0.03  0.15
44 H 5.24 -3.86 -1.23  0.14
45 H -5.18 3.17 -2.12  0.10
46 H -5.79 1.56 -2.56  0.10
47 H -6.35 2.35 -1.06  0.10
48 H -6.52 0.02 -0.97  0.12

Results
- M (g mol⁻¹) = 397.38
- E_LUMO (eV) = -0.068
- energy relative to the best compared isomer or geometry (same formula, charge and spin) (kJ/mol) = 170.7
- gap between HOMO and LUMO (eV) = 8.24
- energy (hartree) = -1393.06790



Entry 2:
Molecular formula: C22H18AlBrN4OS7
Method: DFT, the ωB97M-V functional and the def2-TZVPD basis

Each line ends with the Löwdin charge.
Cartesian coordinates (Å):
1 Al -0.07 -1.00 -0.74  -0.11
2 Br -5.76 1.86 5.14  0.74
3 C -4.99 2.92 3.77  -0.70
4 C -5.82 3.55 2.84  -0.12
5 C -5.25 4.32 1.83  -0.03
6 C -3.86 4.45 1.72  -0.29
7 C -3.05 3.82 2.67  -0.02
8 C -3.61 3.05 3.69  -0.12
9 N -3.27 5.20 0.68  0.09
10 N -3.34 4.60 -0.43  0.09
11 C -2.31 3.64 -0.58  -0.23
12 C -0.96 4.02 -0.62  0.00
13 C 0.05 3.05 -0.68  0.05
14 C -0.25 1.69 -0.71  -0.35
15 O 0.57 0.72 -0.74  -0.16
16 C -1.56 1.35 -0.71  -0.17
17 N -1.64 0.04 -0.74  0.02
18 C -2.89 -0.46 -0.75  -0.07
19 C -4.05 0.31 -0.72  -0.01
20 C -3.91 1.69 -0.67  0.05
21 C -2.62 2.26 -0.66  -0.08
22 H -6.90 3.45 2.90  0.10
23 H -5.89 4.81 1.09  0.12
24 H -1.96 3.90 2.59  0.12
25 H -2.95 2.54 4.40  0.10
26 H -0.69 5.07 -0.57  0.12
27 H 1.09 3.36 -0.69  0.12
28 H -2.94 -1.55 -0.78  0.08
29 H -5.02 -0.16 -0.72  0.11
30 H -4.79 2.32 -0.64  0.12
31 C 4.35 -3.86 -1.65  -0.46
32 S 3.06 -4.40 -2.81  0.82
33 C 2.19 -5.36 -1.57  -0.99
34 C 1.19 -4.85 -0.73  -1.00
35 S 0.63 -3.15 -0.74  0.59
36 S 0.56 -6.02 0.34  0.93
37 C 1.43 -7.41 -0.06  -1.76
38 S 1.29 -8.69 0.55  0.73
39 S 2.50 -7.02 -1.30  0.91
40 H 5.07 -3.21 -2.20  -0.02
41 H 4.91 -4.74 -1.26  0.05
42 H 3.91 -3.26 -0.83  0.02
43 S 2.20 -1.00 -0.74  0.85
44 C 3.84 -0.99 -0.93  -1.00
45 N 4.72 -1.05 0.12  -0.08
46 C 6.10 -1.26 -0.23  -0.26
47 C 6.32 -0.66 -1.61  -0.40
48 S 4.73 -0.93 -2.44  0.95
49 H 4.36 -1.23 1.05  0.15
50 H 6.29 -2.34 -0.24  0.11
51 H 6.74 -0.80 0.53  0.13
52 H 7.15 -1.12 -2.14  0.09
53 H 6.49 0.42 -1.54  0.08
54 H -1.37 -1.93 -0.74  -0.02

Results
- M (g mol⁻¹) = 685.77
- E_LUMO (eV) = -1.591
- gap between HOMO and LUMO (eV) = 4.90
- energy (hartree) = -6746.86660



Entry 3:
Molecular formula: C3H5NO2
Method: DFT, the ωB97M-V functional and the def2-TZVPD basis

Each line ends with the Löwdin charge.
Cartesian coordinates (Å):
1 O 1.78 0.43 0.34  -0.08
2 C 0.72 -0.30 -0.24  -0.28
3 C -0.61 0.25 0.25  -0.38
4 O -0.68 1.62 -0.01  0.01
5 C -1.67 -0.47 -0.46  -0.15
6 N -2.45 -1.11 -1.03  0.17
7 H 1.75 -0.59 0.65  0.12
8 H 0.84 -0.46 -1.31  0.14
9 H 0.82 -1.38 0.24  0.17
10 H -0.69 0.03 1.33  0.16
11 H 0.19 1.96 0.25  0.10

Results
- M (g mol⁻¹) = 87.08
- E_LUMO (eV) = 0.258
- energy relative to the best compared isomer or geometry (same formula, charge and spin) (kJ/mol) = 348.6
- gap between HOMO and LUMO (eV) = 11.33
- energy (hartree) = -322.44156



Entry 4:
Molecular formula: C21H29N3O4
Method: DFT, the ωB97M-V functional and the def2-TZVPD basis

Each line ends with the Löwdin charge.
Cartesian coordinates (Å):
1 C 0.42 3.31 -3.65  -0.05
2 C -0.16 2.44 -4.76  -0.20
3 O -1.50 2.08 -4.43  0.01
4 C -1.74 0.79 -4.18  -0.54
5 O -0.95 -0.11 -4.36  0.08
6 N -3.03 0.58 -3.76  -0.04
7 C -3.32 -0.70 -3.13  -0.10
8 C -3.42 -0.49 -1.60  -0.11
9 N -2.67 0.69 -1.24  -0.04
10 C -1.35 0.75 -0.89  -0.41
11 O -0.77 1.82 -0.83  0.06
12 C -0.62 -0.53 -0.53  -0.20
13 C 0.51 -0.77 -1.53  -0.13
14 C 1.21 -2.07 -1.15  -0.07
15 C 1.57 -2.20 0.32  -0.45
16 O 2.38 -3.03 0.68  0.05
17 N 0.91 -1.42 1.20  -0.05
18 C 1.25 -1.53 2.60  -0.14
19 C 2.31 -0.49 3.03  -0.12
20 C 2.69 -0.73 4.46  -0.24
21 C 2.12 0.01 5.49  -0.05
22 C 2.46 -0.23 6.81  -0.09
23 C 3.37 -1.22 7.12  -0.10
24 C 3.94 -1.97 6.10  -0.08
25 C 3.61 -1.72 4.79  -0.04
26 C 0.03 -0.33 0.85  -0.10
27 C -3.30 1.90 -1.74  -0.09
28 C -3.79 1.66 -3.19  -0.11
29 H 0.34 2.80 -2.69  0.06
30 H -0.13 4.25 -3.58  0.08
31 H 1.46 3.52 -3.86  0.08
32 H 0.43 1.53 -4.89  0.12
33 H -0.21 2.99 -5.71  0.12
34 H -4.25 -1.10 -3.54  0.13
35 H -2.50 -1.38 -3.39  0.12
36 H -3.09 -1.37 -1.07  0.11
37 H -4.46 -0.30 -1.32  0.13
38 H -1.27 -1.40 -0.49  0.13
39 H 0.13 -0.84 -2.55  0.10
40 H 1.21 0.07 -1.48  0.13
41 H 0.58 -2.93 -1.39  0.13
42 H 2.13 -2.19 -1.72  0.13
43 H 1.66 -2.53 2.76  0.12
44 H 0.35 -1.41 3.20  0.13
45 H 3.18 -0.61 2.38  0.13
46 H 1.91 0.51 2.91  0.11
47 H 1.41 0.79 5.25  0.11
48 H 2.01 0.36 7.60  0.10
49 H 3.64 -1.41 8.15  0.10
50 H 4.66 -2.74 6.34  0.10
51 H 4.05 -2.31 3.99  0.12
52 H -0.75 -0.25 1.62  0.14
53 H 0.58 0.62 0.83  0.13
54 H -2.55 2.69 -1.70  0.12
55 H -4.14 2.17 -1.09  0.13
56 H -4.84 1.37 -3.21  0.12
57 H -3.66 2.56 -3.79  0.13

Results
- M (g mol⁻¹) = 387.48
- E_LUMO (eV) = 0.599
- energy relative to the best compared isomer or geometry (same formula, charge and spin) (kJ/mol) = 47.2
- gap between HOMO and LUMO (eV) = 9.41
- energy (hartree) = -1282.91450